[1]
A 10-piece molecular cluster, C30H69NO11 overall in a non-equilibrium geometry. Source: the Open Molecules 2025 dataset; level of theory: the ωB97M-V functional and the def2-TZVPD basis.

Values from the calculation:
spin multiplicity	1
HOMO-LUMO gap	0.237	hartree
energy above the lowest of the compared OMol25 structures with the same formula, charge and spin	355.7	kJ/mol
LUMO	-2.81	eV
highest occupied orbital energy	-9.251	eV
energy	-2066.17014	Ha

```
111
C30H69NO11 (the ωB97M-V functional and the def2-TZVPD basis)
O -2.45 1.53 2.32
O -0.66 -2.97 2.65
O -2.86 0.82 -3.18
O 0.95 -0.77 -1.99
O 2.27 -2.70 2.56
O -1.40 3.38 -1.04
O -1.31 -0.68 3.86
O 2.16 2.99 -0.96
O 7.18 5.12 -0.83
O 3.32 -4.08 -4.00
O -2.70 0.95 -0.32
N -0.04 0.74 -0.45
C -1.64 -3.74 1.93
C -0.47 -2.06 5.55
C -4.88 -0.26 -3.97
C -3.57 -0.42 -3.20
C -0.71 -0.66 5.23
C 2.03 -3.52 -3.59
C -2.67 -1.36 -3.99
C 1.03 -4.52 -3.22
C -0.95 3.41 2.67
C 5.80 3.09 -0.32
C -2.39 2.83 2.73
C 2.62 -3.57 1.59
C 4.25 2.59 -0.42
C 1.59 -2.62 -4.77
C 3.24 -4.77 2.33
C -3.11 2.91 4.09
C 0.60 0.17 0.70
C 3.57 -2.93 0.63
C -1.93 4.66 -1.61
C 0.36 0.44 5.23
C 4.86 5.48 -0.69
C 3.53 4.92 -0.79
C 3.25 3.48 -0.81
C -1.52 -5.10 2.29
C 0.26 1.22 -3.09
C -1.69 -3.27 0.39
C -0.74 5.66 -1.32
C 6.04 4.61 -0.59
C 0.35 0.33 -1.83
C -2.04 4.54 -3.11
H 2.71 -5.37 2.88
H 0.43 -2.51 4.93
H -2.52 0.84 -2.25
H 2.27 -2.84 -2.76
H -1.69 -2.24 0.21
H -1.37 -2.54 5.40
H 1.03 0.27 4.35
H -0.10 -2.02 6.52
H -1.69 -1.50 -3.53
H 0.42 0.51 -4.03
H -2.92 4.04 -3.22
H 1.73 0.36 0.64
H 0.85 -5.23 -4.27
H -0.85 6.54 -2.00
H 1.76 -3.25 -5.67
H -2.53 -3.80 -0.05
H -3.79 -0.78 -2.24
H -3.33 3.96 4.14
H -4.09 2.34 4.09
H 1.83 -3.96 1.03
H -2.84 5.04 -1.17
H -2.70 1.58 1.46
H 2.81 5.63 -0.61
H -5.37 -1.18 -4.04
H -1.44 -0.26 5.81
H -2.21 -0.94 -5.02
H -3.15 3.24 1.98
H -2.59 2.26 4.74
H 1.25 -2.84 2.94
H 0.33 -0.87 0.61
H -4.63 0.23 -4.90
H -0.14 1.38 5.03
H -2.31 -3.26 2.39
H -0.17 1.76 -0.55
H 3.84 -4.38 2.96
H -0.79 4.24 3.49
H -0.34 2.99 3.11
H -0.67 -5.55 1.99
H -2.40 -5.79 1.94
H -0.63 1.71 -3.38
H -1.33 4.16 -3.68
H 0.61 -2.38 -4.92
H 0.97 0.21 6.19
H 4.53 -2.63 1.19
H 3.74 -5.49 1.75
H 3.87 -3.59 -0.17
H 0.21 0.70 1.61
H -0.62 3.36 1.60
H -0.52 5.83 -0.32
H 2.28 -1.77 -4.81
H 3.06 -2.05 0.27
H -0.94 -2.24 3.13
H -0.66 -3.35 0.02
H 1.24 -5.34 -2.52
H 4.02 1.59 -0.48
H -2.05 2.91 -1.07
H -1.43 0.21 3.44
H 5.04 6.44 -0.78
H 0.16 -3.98 -2.83
H -3.35 0.37 -0.47
H -3.29 -2.31 -4.32
H 3.80 -4.53 -3.38
H 0.11 5.11 -1.78
H 0.99 1.78 -2.91
H -1.09 0.70 -0.44
H -2.37 5.40 -3.57
H 6.56 2.33 -0.40
H -5.59 0.18 -3.49
H -1.52 -5.32 3.49
```

Atomic partial charges in e from the Mulliken method, atoms 1 to 6:
1 O -0.299
2 O 0.254
3 O -0.522
4 O -0.476
5 O -0.624
6 O -0.187

[2]
C4H6N2 as an isolated structure in a non-equilibrium geometry. Source: the Open Molecules 2025 dataset; level of theory: the ωB97M-V functional and the def2-TZVPD basis.

Values from the calculation:
spin multiplicity	1
HOMO-LUMO gap	0.396	hartree
energy above the lowest of the compared OMol25 structures with the same formula, charge and spin	424.1	kJ/mol
LUMO	0.76	eV
highest occupied orbital energy	-10.030	eV
energy	-265.37405	Ha

```
12
C4H6N2 (the ωB97M-V functional and the def2-TZVPD basis)
N -1.98 -1.07 0.81
N 1.50 -0.73 -0.20
C -0.55 1.27 1.03
C 0.87 -0.34 -1.44
C 0.19 -0.09 -0.10
C -0.98 -0.87 0.26
H -0.42 2.31 1.45
H 1.52 -1.74 -0.06
H -0.54 0.62 1.89
H 1.35 0.47 -1.98
H 0.52 -1.14 -2.12
H -1.47 1.31 0.47
```

Atomic partial charges in e from the Mulliken method, atoms 1 to 6:
1 N -0.479
2 N -0.536
3 C -0.806
4 C -0.371
5 C 0.477
6 C 0.077

[3]
A 2-piece molecular cluster, C5H14NO overall in a non-equilibrium geometry. Source: the Open Molecules 2025 dataset; level of theory: the ωB97M-V functional and the def2-TZVPD basis.

Values from the calculation:
spin multiplicity	1
charge	+1
HOMO-LUMO gap	0.155	hartree
energy above the lowest of the compared OMol25 structures with the same formula, charge and spin	458.8	kJ/mol
LUMO	-7.58	eV
highest occupied orbital energy	-11.794	eV
energy	-328.51150	Ha

```
21
C5H14NO (the ωB97M-V functional and the def2-TZVPD basis)
O 1.48 0.20 -1.08
N 4.33 1.61 -1.65
C -2.59 -0.02 1.83
C 0.19 0.71 -0.75
C -0.73 -1.33 0.50
C -2.03 -1.36 1.40
C -0.82 -0.33 -0.53
H -3.68 0.02 1.82
H 0.38 1.41 0.08
H 3.74 0.94 -1.19
H 4.64 2.35 -1.06
H 1.55 -0.06 -2.00
H -0.66 -2.36 0.12
H -2.33 0.44 2.78
H -1.73 -1.95 2.26
H -0.08 1.34 -1.60
H 0.12 -1.13 1.16
H -2.24 0.60 1.00
H 4.75 1.41 -2.54
H -2.77 -1.90 0.80
H -1.52 -0.58 -1.35
```

Atomic partial charges in e from the Mulliken method, atoms 1 to 6:
1 O -0.478
2 N -0.529
3 C -0.794
4 C -0.649
5 C -0.323
6 C -0.464

[4]
One molecule with the formula C2H4N2O2 in a non-equilibrium geometry. Source: the Open Molecules 2025 dataset; level of theory: the ωB97M-V functional and the def2-TZVPD basis.

Values from the calculation:
spin multiplicity	1
HOMO-LUMO gap	0.341	hartree
energy above the lowest of the compared OMol25 structures with the same formula, charge and spin	361.4	kJ/mol
LUMO	0.46	eV
highest occupied orbital energy	-8.820	eV
energy	-338.51556	Ha
SMILES string	[H]/N=N/C(=O)CO

```
10
C2H4N2O2 (the ωB97M-V functional and the def2-TZVPD basis)
O -2.07 -0.59 0.37
O 0.50 -1.88 0.45
N 1.68 0.14 -0.56
N 1.67 1.25 -0.06
C 0.31 -0.79 0.03
C -0.92 0.02 -0.13
H 2.47 1.81 -0.39
H -1.84 -1.16 1.11
H -1.08 0.22 -1.19
H -0.72 0.99 0.36
```

Atomic partial charges in e from the Mulliken method, atoms 1 to 6:
1 O -0.497
2 O -0.431
3 N -0.142
4 N -0.322
5 C 0.610
6 C -0.398

[5]
C4H14FNTa as an isolated structure. Source: the Open Molecules 2025 dataset; level of theory: the ωB97M-V functional and the def2-TZVPD basis.

Values from the calculation:
spin multiplicity	1
charge	-1
HOMO-LUMO gap	0.296	hartree
energy above the lowest of the compared OMol25 structures with the same formula, charge and spin	0.0	kJ/mol
LUMO	3.62	eV
highest occupied orbital energy	-4.440	eV
energy	-372.29625	Ha

```
21
C4H14FNTa (the ωB97M-V functional and the def2-TZVPD basis)
Ta -0.53 -1.26 -0.07
F -1.50 1.17 1.54
N 1.12 -0.25 -0.60
C 3.02 1.28 0.00
C 2.43 -0.14 0.04
C -2.15 0.14 0.76
C -2.97 0.86 -0.30
H 2.30 1.97 -0.47
H 2.32 -0.45 1.08
H -0.22 -1.53 1.74
H -2.84 -0.33 1.46
H -3.60 1.63 0.16
H 3.22 1.67 1.00
H 3.96 1.34 -0.55
H -2.34 1.35 -1.05
H 1.25 -0.13 -1.60
H -1.96 -2.41 0.12
H -1.15 -1.22 -1.86
H 3.12 -0.85 -0.41
H 0.10 -2.98 -0.18
H -3.60 0.14 -0.82
```

Atomic partial charges in e from the Mulliken method, atoms 1 to 6:
1 Ta 0.487
2 F -0.363
3 N -0.595
4 C -0.991
5 C -0.324
6 C -0.136

[6]
ClFO4Sr5 as an isolated structure in a non-equilibrium geometry. Source: the Open Molecules 2025 dataset; level of theory: the ωB97M-V functional and the def2-TZVPD basis.

Values from the calculation:
spin multiplicity	2
charge	+7
HOMO-LUMO gap (alpha / beta)	0.113 / 0.271	hartree
LUMO (alpha / beta)	-23.39 / -23.59	eV
highest occupied orbital energy (alpha / beta)	-26.458 / -30.959	eV
energy	-1010.72683	Ha

```
11
ClFO4Sr5 (the ωB97M-V functional and the def2-TZVPD basis)
Sr -1.21 -0.52 3.79
Sr -0.59 -2.77 -2.00
Sr -0.25 1.35 -3.41
Sr -0.46 3.46 2.44
Sr 3.42 -0.68 -1.15
Cl -0.59 0.39 0.12
F 1.76 -2.48 -0.40
O -1.07 -1.03 0.23
O -0.60 0.91 1.45
O -1.22 1.10 -0.89
O 0.81 0.26 -0.18
```

Atomic partial charges in e from the Mulliken method, atoms 1 to 6:
1 Sr 1.910
2 Sr 1.629
3 Sr 1.297
4 Sr 1.952
5 Sr 1.800
6 Cl 1.218

[7]
A 4-piece molecular cluster, C3H14O4 overall in a non-equilibrium geometry. Source: the Open Molecules 2025 dataset; level of theory: the ωB97M-V functional and the def2-TZVPD basis.

Values from the calculation:
spin multiplicity	1
HOMO-LUMO gap	0.383	hartree
energy above the lowest of the compared OMol25 structures with the same formula, charge and spin	213.7	kJ/mol
LUMO	0.47	eV
highest occupied orbital energy	-9.950	eV
energy	-423.58716	Ha
SMILES string	CCCO.O.O.O

```
21
C3H14O4 (the ωB97M-V functional and the def2-TZVPD basis)
O 2.80 -1.97 6.00
O -0.16 -1.88 -0.95
O -1.26 0.31 1.89
O 2.07 2.60 -2.24
C -1.18 -1.02 -1.42
C -2.00 1.37 -2.08
C -0.86 0.43 -2.16
H 1.66 3.30 -1.68
H -2.06 1.85 -2.98
H 0.54 -1.72 -1.63
H 3.01 2.79 -2.33
H 2.63 -2.47 5.14
H -0.64 0.22 -3.24
H -1.28 0.15 2.91
H -0.66 -0.49 1.56
H -2.95 0.91 -2.14
H -1.99 2.19 -1.34
H 1.99 -2.13 6.47
H -1.89 -0.82 -0.55
H -1.82 -1.62 -2.08
H 0.15 0.71 -1.72
```

Atomic partial charges in e from the Mulliken method, atoms 1 to 6:
1 O -0.643
2 O -0.499
3 O -0.659
4 O -0.629
5 C -0.664
6 C -1.360

[8]
C28H79F6NO18S2V as an isolated structure in a non-equilibrium geometry. Source: the Open Molecules 2025 dataset; level of theory: the ωB97M-V functional and the def2-TZVPD basis.

Values from the calculation:
spin multiplicity	4
HOMO-LUMO gap (alpha / beta)	0.283 / 0.322	hartree
LUMO (alpha / beta)	-0.08 / -0.08	eV
highest occupied orbital energy (alpha / beta)	-7.769 / -8.846	eV
energy	-4862.59526	Ha

```
135
C28H79F6NO18S2V (the ωB97M-V functional and the def2-TZVPD basis)
V -3.07 -2.06 0.32
S -0.23 -0.51 -1.04
S -2.02 0.81 0.29
F 1.78 -2.21 -1.63
F -1.92 0.80 2.95
F -0.02 0.85 2.06
F 1.55 -1.92 0.47
F 0.08 -3.16 -0.60
F -1.24 2.65 2.12
O 2.72 3.54 5.07
O -5.14 -1.98 0.81
O 1.57 -1.50 -6.25
O -2.98 -4.41 0.27
O 0.33 5.69 -0.67
O -2.02 0.43 7.44
O -4.43 5.66 -2.46
O 0.66 0.63 -0.62
O -3.22 6.21 0.20
O 2.61 -6.86 -2.06
O 5.56 -4.22 -3.29
O -3.46 0.63 0.55
O -2.65 -2.09 2.52
O -1.70 1.86 -0.68
O -1.52 3.39 -6.11
O -3.50 -2.19 -1.86
O -0.61 -0.50 -2.44
O 6.52 -0.95 1.55
N -1.49 -0.84 -0.10
C -5.38 -0.87 -2.62
C 0.71 4.33 -0.62
C 6.08 -3.05 -2.84
C -4.08 4.31 -2.63
C -3.88 -1.12 -2.68
C -0.60 1.64 -4.85
C -1.15 -2.64 4.23
C 5.14 -1.13 1.77
C -1.26 1.34 1.99
C 2.01 -0.89 -5.02
C 2.22 4.18 -0.51
C 2.24 1.11 5.12
C 2.97 -5.70 -1.34
C 0.89 -2.06 -0.69
C 2.27 2.45 4.24
C -0.93 1.37 7.21
C -1.41 2.56 6.39
C -1.68 -3.11 2.90
C -4.49 3.40 -1.49
C -2.38 -5.28 -0.61
C 3.49 -1.33 -4.81
C -2.07 5.76 2.15
C -0.71 3.09 -5.05
C 2.96 -6.14 0.13
C 5.29 -2.70 -1.56
C -2.57 6.92 1.27
C 4.30 0.08 1.32
C -1.38 -6.14 0.24
H 4.84 -2.04 1.26
H -1.65 7.39 0.93
H -5.70 -0.49 -1.65
H 4.25 -1.02 -5.52
H 6.97 -1.44 2.24
H -3.40 -4.90 0.98
H 3.91 -5.18 -1.56
H 2.94 2.41 3.38
H 2.78 4.35 -1.44
H 3.18 -5.26 0.73
H -3.83 -1.50 -3.70
H 2.06 -6.65 0.46
H -3.86 5.99 -1.76
H 2.20 -4.94 -1.50
H 2.48 4.30 4.53
H -5.70 -0.23 -3.44
H -5.66 -1.18 1.02
H 1.26 2.52 3.85
H 5.27 -3.55 -0.89
H 3.24 -0.16 1.42
H -1.63 1.32 -4.70
H 1.87 1.30 6.12
H 1.95 -0.94 -6.92
H 5.76 -1.83 -1.09
H -5.54 3.44 -1.20
H -0.30 0.98 -5.65
H -3.02 4.13 -2.84
H -2.06 -4.13 2.91
H -0.02 1.33 -3.98
H -0.63 5.69 -0.57
H 1.91 0.19 -5.13
H 3.84 -0.82 -3.92
H -1.99 -4.63 -1.39
H 0.35 3.96 -1.58
H -3.13 -0.33 -2.61
H 3.17 0.54 5.15
H -4.58 4.03 -3.56
H -3.40 -2.05 3.12
H -2.01 4.20 -5.98
H -3.25 7.54 1.85
H 5.03 -1.21 2.86
H -1.93 -2.72 4.99
H 1.54 0.42 4.63
H 2.36 -6.54 -2.92
H -1.65 -0.32 7.91
H -2.10 3.22 6.92
H -3.07 -5.93 -1.14
H -1.79 -6.81 1.00
H -1.26 3.58 -4.24
H 7.13 -3.17 -2.57
H -0.74 -1.63 4.18
H -0.54 1.68 8.18
H -1.15 5.29 1.83
H 3.65 -6.97 0.30
H 3.43 -2.37 -4.51
H 0.29 3.51 -5.20
H -0.17 0.88 6.59
H -5.94 -1.75 -2.93
H -4.41 2.39 -1.89
H 4.55 0.38 0.31
H -2.80 4.95 2.14
H -1.73 2.17 5.42
H 5.89 -2.20 -3.50
H -0.75 -5.45 0.79
H 1.36 -1.25 -4.22
H -0.23 -3.22 4.38
H -4.16 6.07 0.30
H 2.60 4.91 0.20
H -0.54 3.12 6.04
H -0.67 -6.80 -0.25
H 4.64 0.99 1.82
H 2.35 3.16 -0.13
H 5.33 -4.17 -4.22
H -0.85 -2.97 2.20
H -3.88 3.61 -0.62
H -1.86 6.06 3.17
H 0.23 3.78 0.19
H 4.27 -2.35 -1.71
H -4.08 -2.90 -2.13
```

Atomic partial charges in e from the Mulliken method, atoms 1 to 6:
1 V 0.839
2 S 0.205
3 S 0.340
4 F -0.124
5 F -0.228
6 F -0.206

[9]
C16H20I2N3O4SeTi as an isolated structure. Source: the Open Molecules 2025 dataset; level of theory: the ωB97M-V functional and the def2-TZVPD basis.

Values from the calculation:
spin multiplicity	1
charge	-1
HOMO-LUMO gap	0.205	hartree
energy above the lowest of the compared OMol25 structures with the same formula, charge and spin	0.0	kJ/mol
LUMO	1.57	eV
highest occupied orbital energy	-4.008	eV
energy	-4933.38631	Ha

```
47
C16H20I2N3O4SeTi (the ωB97M-V functional and the def2-TZVPD basis)
I 2.57 2.62 -0.05
I 3.88 -1.28 0.81
Se -1.87 3.26 -0.06
Ti 0.22 1.40 -0.01
O -0.43 3.18 0.81
O -3.16 3.15 0.88
O -1.52 1.72 -0.77
O -1.86 4.39 -1.19
N 0.63 0.78 -2.14
N 0.16 0.80 2.17
N -0.01 -0.54 -0.02
C -0.60 -1.04 -1.18
C 0.22 -1.34 1.10
C 0.41 -2.72 1.10
C 0.37 -0.64 2.29
C 0.71 -3.37 2.28
C -1.49 -2.10 -1.26
C 0.42 1.92 -3.06
C -0.33 -0.30 -2.33
C -2.08 -2.42 -2.48
C 0.83 -2.67 3.47
C 1.98 0.19 -2.38
C -1.80 -1.68 -3.62
C 0.66 -1.29 3.47
C 1.13 1.55 3.00
C -0.92 -0.61 -3.54
C -1.22 1.09 2.65
H -2.27 -1.93 -4.56
H 1.03 2.61 2.77
H 2.14 1.21 2.77
H 0.92 1.39 4.06
H 1.98 -0.31 -3.35
H 2.24 -0.51 -1.59
H 0.40 -3.26 0.16
H 1.09 -3.18 4.39
H -1.75 -2.66 -0.37
H 0.79 -0.73 4.39
H 0.90 -4.44 2.27
H -1.35 0.66 3.65
H 0.67 1.63 -4.09
H 2.72 0.99 -2.38
H -0.62 2.24 -3.01
H -1.94 0.63 1.97
H -0.71 -0.02 -4.42
H -2.78 -3.24 -2.53
H 1.07 2.73 -2.76
H -1.38 2.16 2.68
```

Atomic partial charges in e from the Mulliken method, atoms 1 to 6:
1 I -0.241
2 I -0.798
3 Se 1.211
4 Ti 0.139
5 O -0.641
6 O -0.652

Question: Which of these has the highest energy?
Answer: C4H6N2

Question: The highest spin multiplicity belongs to which entry?
Answer: C28H79F6NO18S2V

Question: Which of these has the lowest energy?
Answer: C16H20I2N3O4SeTi